{"formula": "C28H21CdClN7O5S2", "method": "wB97M-V/def2-TZVPD", "total_charge": -1, "e_above_lowest_kcal_mol": 6.3, "homo_lumo_gap_ha": 0.2661, "energy_ev": -88807.1361, "max_force_ev_per_a": 0.64, "species": ["Cd", "C", "S", "C", "S", "N", "N", "C", "C", "C", "C", "C", "C", "N", "H", "H", "H", "H", "H", "H", "H", "H", "O", "C", "O", "C", "C", "Cl", "N", "N", "C", "C", "O", "O", "C", "C", "C", "C", "C", "C", "H", "H", "H", "H", "H", "H", "O", "C", "C", "C", "C", "C", "C", "C", "N", "C", "C", "N", "H", "H", "H", "H", "H", "H", "H"], "coordinates": [[-0.762, -0.184, 0.479], [-3.143, -0.543, 5.241], [-4.262, -0.096, 3.898], [-3.130, 0.538, 2.683], [-1.569, 1.053, 3.083], [-3.727, 0.583, 1.504], [-2.883, 0.869, 0.485], [-3.376, 1.323, -0.595], [-2.472, 1.550, -1.735], [-2.974, 1.813, -3.004], [-2.086, 1.959, -4.057], [-0.727, 1.841, -3.815], [-0.314, 1.593, -2.513], [-1.159, 1.457, -1.497], [-3.781, -0.939, 6.034], [-2.442, -1.308, 4.914], [-2.603, 0.329, 5.600], [-4.442, 1.522, -0.682], [-4.045, 1.887, -3.152], [-2.451, 2.155, -5.059], [0.001, 1.924, -4.611], [0.739, 1.488, -2.273], [1.688, -2.934, 5.358], [2.495, -1.941, 5.059], [3.495, -1.700, 5.700], [2.123, -1.108, 3.870], [2.817, 0.003, 3.436], [4.128, 0.825, 4.148], [2.199, 0.482, 2.329], [1.144, -0.284, 2.015], [1.068, -1.229, 2.922], [-0.083, -2.208, 2.805], [-0.153, -3.102, 3.677], [-0.871, -2.055, 1.843], [2.524, 1.567, 1.456], [3.812, 1.746, 0.982], [4.068, 2.777, 0.090], [3.041, 3.613, -0.332], [1.754, 3.420, 0.151], [1.493, 2.400, 1.051], [0.924, -3.018, 4.683], [4.601, 1.070, 1.283], [5.073, 2.914, -0.290], [3.245, 4.412, -1.035], [0.942, 4.061, -0.171], [0.497, 2.263, 1.453], [1.012, -0.274, -0.849], [1.188, -0.706, -2.047], [2.396, -0.365, -2.725], [2.647, -0.732, -4.024], [1.707, -1.475, -4.753], [0.540, -1.840, -4.119], [0.255, -1.499, -2.789], [-1.001, -1.980, -2.203], [-1.626, -1.545, -1.124], [-2.786, -2.280, -0.981], [-2.871, -3.180, -1.989], [-1.736, -2.982, -2.753], [3.111, 0.219, -2.154], [3.579, -0.435, -4.494], [1.889, -1.754, -5.782], [-0.200, -2.390, -4.694], [-3.458, -2.112, -0.153], [-3.601, -3.934, -2.227], [-1.462, -3.524, -3.551]]}


{"formula": "C33H56N8O12", "method": "wB97M-V/def2-TZVPD", "total_charge": 0, "e_above_lowest_kcal_mol": 0.0, "homo_lumo_gap_ha": 0.1485, "energy_ev": -71593.2406, "max_force_ev_per_a": 10.52, "species": ["C", "C", "C", "C", "C", "C", "N", "O", "C", "C", "C", "H", "H", "H", "H", "H", "H", "H", "H", "H", "H", "H", "H", "H", "H", "H", "H", "H", "H", "N", "O", "O", "O", "C", "C", "C", "C", "C", "C", "N", "O", "O", "H", "H", "H", "H", "H", "C", "C", "C", "C", "C", "C", "N", "O", "O", "H", "H", "H", "H", "H", "C", "O", "N", "C", "C", "H", "H", "H", "H", "H", "H", "H", "C", "O", "N", "C", "C", "H", "H", "H", "H", "H", "H", "H", "C", "O", "N", "C", "C", "H", "H", "H", "H", "H", "H", "H", "C", "O", "N", "C", "C", "H", "H", "H", "H", "H", "H", "H"], "coordinates": [[-5.504, -0.290, 1.055], [-4.067, 0.392, 1.458], [-2.986, 0.216, 0.443], [-3.032, 1.329, -0.730], [-3.199, 2.691, -0.183], [-4.273, 2.904, 0.765], [-4.375, 1.831, 1.767], [-4.913, 2.066, 3.007], [-5.671, 3.153, 0.215], [-3.954, 4.244, 1.575], [-3.594, -0.366, 2.746], [-6.267, -0.018, 1.822], [-5.295, -1.446, 1.119], [-5.685, -0.029, 0.058], [-2.964, -0.957, 0.014], [-1.859, 0.256, 0.737], [-3.747, 1.113, -1.464], [-1.963, 1.237, -1.271], [-3.274, 3.465, -0.867], [-2.361, 2.934, 0.318], [-5.946, 2.335, -0.548], [-5.553, 3.963, -0.512], [-6.315, 3.507, 0.923], [-3.267, 3.964, 2.312], [-4.881, 4.439, 2.128], [-3.785, 5.064, 0.950], [-2.606, 0.043, 3.046], [-3.226, -1.445, 2.511], [-4.494, -0.337, 3.467], [0.892, -0.144, -0.097], [1.157, -1.301, 0.373], [0.512, 0.027, -1.311], [0.813, 0.791, 0.661], [-1.968, -3.696, 1.577], [-0.859, -3.125, 2.426], [-1.018, -3.376, 3.931], [-2.199, -4.085, 4.530], [-3.370, -4.541, 3.409], [-3.103, -4.327, 1.955], [-2.401, -4.222, 5.854], [-3.540, -4.031, 6.359], [-1.371, -4.223, 6.574], [-1.677, -3.446, 0.558], [0.011, -2.620, 2.028], [-0.338, -3.052, 4.669], [-4.055, -5.215, 3.750], [-3.825, -4.682, 1.135], [3.712, -0.639, -4.122], [4.848, -0.688, -5.007], [4.814, 0.093, -6.205], [3.676, 1.079, -6.477], [2.666, 1.238, -5.336], [2.694, 0.401, -4.117], [3.456, 1.736, -7.785], [4.249, 1.489, -8.737], [2.553, 2.543, -7.796], [3.563, -1.235, -3.185], [5.809, -1.213, -4.937], [5.579, 0.091, -6.919], [1.984, 1.994, -5.548], [2.085, 0.511, -3.253], [-3.910, -3.193, -2.372], [-3.867, -3.456, -1.177], [-2.714, -2.844, -3.046], [-2.565, -2.540, -4.479], [-1.539, -2.475, -2.259], [-4.775, -3.338, -2.977], [-2.641, -1.551, -4.590], [-3.305, -3.191, -4.967], [-1.784, -2.894, -5.027], [-1.638, -1.863, -1.423], [-0.788, -1.967, -2.804], [-1.017, -3.270, -2.170], [0.915, 3.789, -0.729], [-0.259, 4.075, -1.129], [1.501, 4.707, -0.056], [2.875, 4.516, 0.590], [0.991, 6.116, 0.211], [1.374, 2.893, -0.985], [3.665, 5.222, 0.338], [3.256, 3.457, 0.673], [2.441, 4.541, 1.574], [1.159, 6.666, 1.193], [-0.299, 6.210, 0.255], [1.471, 6.886, -0.372], [4.543, -2.284, 0.273], [4.892, -3.523, 0.292], [5.081, -1.315, -0.427], [4.577, 0.084, -0.188], [6.138, -1.644, -1.362], [3.689, -2.119, 1.141], [3.794, 0.392, -0.821], [5.507, 0.783, -0.390], [4.348, 0.202, 0.822], [5.678, -2.233, -2.245], [6.842, -2.314, -1.006], [6.669, -0.541, -1.535], [4.894, -0.146, 3.397], [4.840, 1.033, 3.151], [3.842, -0.839, 3.703], [3.811, -2.282, 4.128], [2.497, -0.151, 3.739], [5.786, -0.644, 3.484], [4.573, -2.656, 3.612], [2.803, -2.454, 3.693], [3.704, -2.467, 5.212], [1.735, -0.670, 4.345], [2.218, 0.017, 2.678], [2.701, 0.884, 4.212]]}


{"formula": "C12H6Cl3O3", "method": "wB97M-V/def2-TZVPD", "total_charge": -1, "homo_lumo_gap_ha": 0.1472, "energy_ev": -56251.5370, "max_force_ev_per_a": 2.01, "species": ["Cl", "C", "C", "C", "O", "C", "Cl", "C", "C", "O", "H", "H", "Cl", "C", "C", "C", "C", "O", "C", "C", "H", "H", "H", "H"], "coordinates": [[3.361, 1.126, -2.435], [1.669, 0.908, -2.439], [0.814, 1.953, -2.401], [-0.646, 1.801, -2.472], [-1.410, 2.764, -2.540], [-1.124, 0.369, -2.453], [-2.811, 0.150, -2.547], [-0.270, -0.670, -2.372], [1.181, -0.516, -2.553], [1.927, -1.458, -2.817], [1.221, 2.960, -2.386], [-0.669, -1.674, -2.335], [0.336, 0.648, 5.204], [-0.005, -0.071, 3.693], [-0.540, -1.373, 3.630], [-0.815, -1.955, 2.413], [-0.556, -1.273, 1.148], [-0.768, -1.811, 0.034], [-0.021, 0.077, 1.285], [0.252, 0.645, 2.510], [-0.733, -1.911, 4.555], [-1.229, -2.958, 2.350], [0.169, 0.623, 0.367], [0.666, 1.648, 2.561]]}


{"formula": "C34H39HfN5O3P2S", "method": "wB97M-V/def2-TZVPD", "total_charge": 2, "e_above_lowest_kcal_mol": 36.7, "homo_lumo_gap_ha": 0.1833, "energy_ev": -80181.7050, "max_force_ev_per_a": 4.67, "species": ["Hf", "C", "C", "C", "C", "C", "C", "C", "C", "C", "H", "H", "H", "H", "H", "H", "H", "H", "H", "H", "H", "H", "H", "H", "H", "P", "P", "N", "N", "N", "N", "C", "C", "C", "C", "C", "C", "C", "C", "C", "C", "C", "C", "C", "C", "C", "C", "C", "C", "H", "H", "H", "H", "H", "H", "H", "H", "H", "H", "H", "H", "H", "H", "H", "H", "H", "H", "H", "H", "O", "S", "O", "N", "C", "O", "C", "C", "C", "C", "C", "C", "H", "H", "H", "H"], "coordinates": [[0.076, 1.101, 0.624], [-1.749, 1.409, -3.796], [-1.353, 0.124, -3.805], [-0.052, -0.388, -4.389], [1.087, 0.630, -4.150], [1.191, 1.286, -2.806], [0.655, 2.402, -2.297], [-0.193, 3.353, -3.072], [-1.061, 2.681, -4.174], [1.758, 2.184, 1.700], [-2.833, 1.537, -3.714], [-2.111, -0.655, -3.604], [-0.114, -0.578, -5.487], [0.140, -1.387, -3.958], [2.029, 0.064, -4.290], [1.086, 1.369, -4.959], [1.947, 0.767, -2.215], [1.008, 2.794, -1.339], [0.425, 4.091, -3.608], [-0.822, 3.888, -2.352], [-1.862, 3.389, -4.430], [-0.449, 2.563, -5.083], [1.181, 2.857, 2.364], [2.480, 2.844, 1.192], [2.362, 1.617, 2.439], [1.843, -0.755, -0.249], [-1.586, -0.895, -0.153], [3.537, 0.073, -0.943], [2.836, -1.861, 0.656], [-2.569, 0.651, -0.358], [-2.958, -1.852, 0.322], [0.888, -1.805, -1.477], [-0.663, -1.989, -1.358], [3.733, 1.459, -0.902], [4.930, 1.803, -1.521], [5.572, 0.577, -1.867], [4.685, -0.460, -1.533], [3.850, -1.366, 1.503], [4.703, -2.403, 1.839], [4.233, -3.581, 1.171], [3.127, -3.212, 0.414], [-2.106, 1.715, 0.620], [-2.112, 2.933, -0.139], [-2.793, 2.705, -1.344], [-3.068, 1.329, -1.440], [-4.308, -1.585, 0.040], [-5.098, -2.606, 0.546], [-4.215, -3.564, 1.169], [-2.923, -3.083, 1.021], [1.323, -2.814, -1.444], [1.188, -1.397, -2.451], [-1.198, -1.866, -2.310], [-0.806, -3.025, -1.008], [2.972, 2.125, -0.514], [5.281, 2.813, -1.692], [6.562, 0.472, -2.292], [4.759, -1.530, -1.703], [3.889, -0.311, 1.733], [5.600, -2.302, 2.430], [4.680, -4.563, 1.215], [2.542, -3.771, -0.306], [-2.645, 1.693, 1.564], [-1.747, 3.865, 0.274], [-3.038, 3.449, -2.105], [-3.738, 0.815, -2.122], [-4.537, -0.699, -0.527], [-6.176, -2.664, 0.488], [-4.504, -4.493, 1.648], [-1.979, -3.525, 1.314], [-2.638, 2.445, 3.610], [-1.356, 1.934, 4.051], [-0.371, 2.818, 4.626], [-0.652, 1.111, 2.706], [-0.513, -0.217, 2.922], [0.162, -0.825, 2.002], [-1.158, -0.694, 4.123], [-1.463, -2.006, 4.517], [-1.826, -2.210, 5.847], [-1.952, -1.122, 6.734], [-1.882, 0.203, 6.254], [-1.497, 0.390, 4.930], [-1.403, -2.791, 3.767], [-2.004, -3.219, 6.226], [-2.133, -1.322, 7.799], [-2.111, 1.067, 6.887]]}


{"formula": "C15H23GaN2O4P", "method": "wB97M-V/def2-TZVPD", "total_charge": 1, "homo_lumo_gap_ha": 0.0685, "energy_ev": -88748.0555, "max_force_ev_per_a": 1.54, "species": ["C", "C", "Ga", "C", "O", "O", "P", "O", "O", "H", "H", "H", "H", "H", "H", "H", "H", "H", "C", "N", "C", "C", "C", "C", "C", "C", "C", "C", "N", "C", "C", "C", "H", "H", "H", "H", "H", "H", "H", "H", "H", "H", "H", "H", "H", "H"], "coordinates": [[0.118, -0.168, -3.449], [-0.836, 0.649, -2.959], [-1.769, 1.939, -4.264], [-0.918, 1.737, -6.114], [0.482, 2.040, -6.117], [0.755, 3.062, -5.161], [-4.119, 1.659, -4.453], [-4.919, 1.873, -3.022], [-4.531, 0.193, -5.024], [1.143, -0.183, -3.085], [-0.133, -0.830, -4.273], [-1.044, 0.660, -1.880], [-1.557, 3.394, -3.669], [-1.008, 0.724, -6.492], [-1.419, 2.437, -6.783], [1.371, 2.637, -4.552], [-4.755, 2.777, -2.736], [-5.491, 0.118, -5.087], [2.006, -4.936, 5.523], [1.700, -3.757, 4.696], [0.516, -3.121, 4.868], [0.205, -2.004, 4.149], [1.119, -1.486, 3.214], [2.330, -2.182, 3.046], [2.592, -3.300, 3.787], [0.843, -0.271, 2.463], [1.743, 0.820, 2.483], [1.489, 1.930, 1.734], [0.379, 2.007, 0.959], [-0.517, 0.985, 0.937], [-0.308, -0.146, 1.675], [0.111, 3.158, 0.098], [1.228, -5.681, 5.379], [2.050, -4.630, 6.566], [2.964, -5.345, 5.223], [-0.154, -3.536, 5.607], [-0.743, -1.517, 4.329], [3.066, -1.850, 2.328], [3.512, -3.854, 3.680], [2.637, 0.794, 3.088], [2.157, 2.778, 1.722], [-1.381, 1.110, 0.301], [-1.034, -0.946, 1.614], [-0.865, 3.565, 0.353], [0.110, 2.778, -0.928], [0.873, 3.919, 0.225]]}


{"formula": "C4H8O2", "method": "wB97M-V/def2-TZVPD", "total_charge": 0, "e_above_lowest_kcal_mol": 49.1, "homo_lumo_gap_ha": 0.3620, "energy_ev": -8371.1540, "max_force_ev_per_a": 0.73, "smiles": "C[C@@]1(O)C[C@H]1O", "species": ["C", "C", "O", "C", "C", "O", "H", "H", "H", "H", "H", "H", "H", "H"], "coordinates": [[0.999, -0.954, -0.133], [0.112, 0.037, 0.568], [-0.134, -0.032, 1.961], [0.026, 1.411, -0.024], [-1.047, 0.399, -0.339], [-1.062, -0.072, -1.649], [2.076, -0.818, -0.031], [0.760, -0.804, -1.172], [0.707, -1.980, 0.109], [0.487, -0.634, 2.390], [-0.238, 2.197, 0.676], [0.758, 1.700, -0.777], [-2.029, 0.520, 0.107], [-1.417, -0.971, -1.687]]}